Computed, not measured: C41H51BrN5O9P2Rb as an isolated structure, with ωB97M-V/def2-TZVPD.

The geometry in ORCA input format:
```
! RIJCOSX wB97M-V def2-TZVPD def2/J DEFGRID3
* xyz 0 1
Rb -0.4319 0.1332 -0.4924
Br -3.9703 -1.2170 -1.2156
P -1.7460 0.2953 2.7862
P -1.0523 -2.4605 1.9356
O -0.4161 -2.2161 0.6353
O -3.7411 -2.9493 -6.0918
O -3.1743 0.0477 3.4074
O -1.8592 2.2901 -2.7670
O -2.6264 -2.5692 1.9499
O 1.7748 0.9258 0.0025
O -0.6420 -3.8336 2.6531
O -1.1668 1.4273 3.7443
O -1.8499 0.5851 1.3570
N 4.4779 -3.7246 0.4121
N -1.7835 -1.2576 -2.8741
N 1.9199 3.0951 -2.0384
N 1.9290 -1.1627 -2.7050
N 0.6760 2.8864 -1.8921
C 1.2396 1.6193 3.2583
C 6.6137 3.3655 -1.1755
C -0.2886 6.0340 -3.6478
C -3.4312 -3.6414 1.3744
C -1.5433 5.6950 -4.1209
C 4.5906 -1.0808 -1.8908
C -1.7201 -2.0483 -5.1293
C -3.4712 0.0211 4.8174
C 2.8242 1.5516 -0.2834
C 5.3757 2.7610 -0.8923
C -3.0674 -2.3923 -5.0651
C -2.7926 -4.3166 0.1694
C -3.1868 2.0275 -3.1646
C -3.7820 -4.6317 2.4735
C 4.4210 3.9579 -2.7638
C -1.1288 -1.4864 -4.0123
C 4.1224 -0.2101 -2.8528
C 0.6776 -4.1823 3.1246
C -3.7644 -2.1481 -3.8874
C 0.4354 5.1064 -2.9171
C 3.6984 -1.9990 -1.3362
C 2.9305 2.5268 -1.3383
C 0.6031 -5.6465 3.5168
C 5.2197 1.8595 0.2050
C -0.7631 -1.1853 3.1912
C 5.6364 4.5499 -3.0089
C 2.3698 -1.9909 -1.7692
C -4.0660 1.3576 5.2269
C 6.7462 4.2651 -2.2017
C -2.0752 4.4453 -3.8329
C -0.0618 3.8293 -2.6400
C 4.0310 1.2883 0.4811
C 4.2402 3.0745 -1.6744
C 1.7632 -3.9269 2.0940
C -1.3614 3.5191 -3.0838
C -4.4183 -1.1404 5.0527
C 2.7900 -0.2922 -3.2292
C -0.4177 3.2831 2.3357
C -3.0574 -1.5852 -2.8433
C -0.0744 2.3487 3.4838
C 4.1292 -2.9450 -0.3577
H -3.9774 -2.0624 4.6718
H 1.6454 -2.6696 -1.3294
H -3.1490 -3.1093 -6.8339
H -3.8849 2.7559 -2.7416
H 5.6196 -1.0604 -1.5591
H -2.1220 6.4017 -4.7020
H -1.9188 -4.8946 0.4689
H -3.5184 -4.9897 -0.2865
H 1.7922 -2.8772 1.8016
H -4.3158 -4.1282 3.2801
H 0.4216 -6.2568 2.6311
H -4.3369 -3.1285 1.0511
H -4.8132 -2.3921 -3.8041
H 2.7348 -4.2012 2.5010
H -3.2870 2.0164 -4.2547
H 2.3874 0.3908 -3.9694
H -1.0364 -1.5584 4.1778
H -3.3559 2.1565 5.0205
H -0.0807 -1.2139 -4.0093
H -2.5454 -0.1432 5.3792
H 6.0885 1.6332 0.8154
H 0.2990 -0.9388 3.1703
H 0.1265 7.0153 -3.8391
H -3.0611 4.2063 -4.2060
H 3.5712 4.1589 -3.3980
H -2.8748 -5.0834 2.8733
H -4.4212 -5.4184 2.0721
H 1.4139 0.8902 4.0526
H 4.7709 0.5344 -3.2936
H -0.4365 2.7358 1.3935
H -1.3934 3.7402 2.5022
H -0.2067 -5.8109 4.2282
H 1.5803 -4.5233 1.1995
H -3.4339 1.0445 -2.7775
H -2.4827 -3.5747 -0.5657
H -1.1446 -2.2163 -6.0315
H 1.4128 5.3593 -2.5326
H 5.7398 5.2421 -3.8356
H -4.6171 -1.2506 6.1185
H -4.9794 1.5461 4.6616
H 7.6952 4.7504 -2.3910
H 0.3342 4.0691 2.2667
H 7.4710 3.1059 -0.5633
H 3.9226 0.5899 1.3045
H -4.2974 1.3543 6.2924
H -5.3600 -0.9686 4.5300
H 2.0578 2.3390 3.2771
H 0.8808 -3.5832 4.0208
H 1.5425 -5.9583 3.9724
H 1.2516 1.1248 2.2833
H -0.0133 2.9179 4.4135
*
```

Output
Energy relative to the best compared isomer or geometry (same formula, charge and spin) in eV: 0.953
Energy in Ha: -5824.90499
Frontier orbital gap in Ha: 0.2403


Computed, not measured: one molecule with the formula C4H5Br2N, with ωB97M-V/def2-TZVPD.

The geometry in ORCA input format:
```
! RIJCOSX wB97M-V def2-TZVPD def2/J DEFGRID3
* xyz 0 1
Br -3.3370 0.5834 -0.0999
Br -0.0978 -2.5238 -0.3782
N -0.3814 1.0319 0.9661
C -0.5932 -0.6252 -0.5157
C 1.8492 0.5102 -0.0541
C 0.3803 0.3699 0.1685
C -1.7506 -0.0678 0.5173
H -1.8480 -0.7367 1.3594
H 2.4211 0.0075 0.7028
H 2.1113 1.5182 0.0833
H 2.0761 0.4089 -1.1169
H -0.8300 -0.4765 -1.6324
*
```

Output
Energy relative to the best compared isomer or geometry (same formula, charge and spin) in eV: 1.344
Energy in Ha: -5358.11630
Frontier orbital gap in Ha: 0.3734
SMILES string: CC1=N[C@@H](Br)[C@@H]1Br